1.
Formula: C12H28NO7P
Source: the Open Molecules 2025 dataset
Level of theory: the ωB97M-V functional and the def2-TZVPD basis

XYZ file:
```
49
C12H28NO7P (the ωB97M-V functional and the def2-TZVPD basis)
C -2.47 -0.50 -1.52
C -3.61 0.00 -0.65
C -3.77 1.53 -0.57
O -2.53 2.22 -0.85
C -1.68 2.11 0.27
P 0.01 2.32 -0.32
N 0.60 3.79 0.20
C 0.19 2.37 -2.12
O 1.58 2.27 -2.33
C 2.10 1.10 -2.94
C 1.72 -0.20 -2.28
O 1.93 -0.07 -0.90
C 1.53 -1.22 -0.13
C 2.59 -1.54 0.90
O 2.77 -0.44 1.79
C 2.26 -0.68 3.09
C 3.12 -1.66 3.89
H -2.30 -1.56 -1.28
H -1.53 0.02 -1.33
H -2.72 -0.43 -2.58
H -4.53 -0.40 -1.07
H -3.53 -0.41 0.36
H -4.05 1.81 0.45
H -4.54 1.92 -1.22
H -1.89 2.88 1.02
H -1.75 1.13 0.76
H 0.83 1.30 0.17
H 1.54 3.91 -0.16
H 0.63 3.86 1.21
H -0.44 1.62 -2.60
H -0.16 3.35 -2.43
H 1.84 1.06 -4.00
H 3.18 1.23 -2.87
H 0.68 -0.48 -2.50
H 2.37 -0.98 -2.72
H 1.39 -2.08 -0.79
H 0.59 -1.01 0.38
H 2.26 -2.43 1.44
H 3.54 -1.77 0.42
H 2.27 0.29 3.59
H 1.22 -1.02 3.04
H 4.16 -1.51 3.63
H 2.86 -2.70 3.67
H 2.98 -1.50 4.96
C -2.26 -3.08 0.89
O -2.17 -3.38 -0.32
O -2.29 -4.17 1.77
O -2.31 -1.96 1.42
H -2.25 -4.92 1.16
```

LUMO energy   -0.15 eV
E_HOMO   -7.31 eV


2.
Formula: C12H28NO7P2
Source: the Open Molecules 2025 dataset
Level of theory: the ωB97M-V functional and the def2-TZVPD basis

XYZ file:
```
50
C12H28NO7P2 (the ωB97M-V functional and the def2-TZVPD basis)
C 5.91 3.59 0.01
C 5.17 2.45 0.70
O 4.14 2.98 1.54
C 4.56 1.48 -0.31
N 3.50 2.06 -1.07
P 2.12 1.31 -1.38
P 0.72 1.78 0.33
O -0.71 1.43 0.10
O 0.96 3.38 0.52
O 1.20 1.26 1.81
H 5.22 4.10 -0.67
H 6.77 3.22 -0.54
H 6.27 4.32 0.75
H 5.88 1.89 1.32
H 4.45 2.96 2.45
H 5.41 1.17 -0.97
H 4.26 0.57 0.24
H 2.19 -0.03 -0.88
H 1.66 3.67 -0.09
H 1.01 1.93 2.48
C -5.35 2.46 -2.70
C -3.87 2.22 -2.90
O -3.34 2.47 -3.96
C -3.13 1.67 -1.71
H -5.79 2.86 -3.62
H -5.85 1.53 -2.44
H -5.51 3.16 -1.88
H -3.59 0.71 -1.43
H -3.22 2.34 -0.85
H -2.07 1.52 -1.90
C 1.16 -2.89 0.78
C 1.08 -2.88 -0.73
O 1.96 -2.42 -1.41
C -0.20 -3.43 -1.32
H 2.11 -2.45 1.09
H 0.34 -2.31 1.20
H 1.08 -3.91 1.16
H -1.05 -2.86 -0.95
H -0.34 -4.47 -1.00
H -0.16 -3.37 -2.41
C -4.40 -3.06 1.28
C -3.12 -3.78 1.60
O -2.39 -4.20 0.73
C -2.77 -3.93 3.07
H -4.54 -3.00 0.21
H -5.25 -3.58 1.74
H -4.37 -2.05 1.70
H -3.56 -4.48 3.58
H -2.70 -2.95 3.53
H -1.83 -4.46 3.17
```

LUMO energy   2.32 eV
Net charge   -1
E_HOMO   -3.11 eV


3.
Formula: C12H29BN3O7
Source: the Open Molecules 2025 dataset
Level of theory: the ωB97M-V functional and the def2-TZVPD basis

XYZ file:
```
52
C12H29BN3O7 (the ωB97M-V functional and the def2-TZVPD basis)
O 1.17 0.31 -2.00
O 2.11 -0.73 -2.31
C 3.28 -0.46 -1.53
C 3.06 -1.02 -0.14
C 4.25 -0.88 0.86
O 3.84 0.03 1.84
B 2.69 0.78 1.19
O 1.99 -0.34 0.49
H 1.11 0.20 -1.02
H 3.46 0.62 -1.49
H 4.12 -0.93 -2.04
H 2.77 -2.07 -0.29
H 5.17 -0.57 0.34
H 4.41 -1.86 1.33
H 3.22 1.57 0.38
H 1.98 1.38 1.97
C -1.95 1.94 0.03
O -1.31 1.48 0.94
N -2.95 1.28 -0.60
C -3.71 1.85 -1.69
C -3.23 -0.08 -0.17
H -1.78 2.95 -0.38
H -4.77 1.89 -1.43
H -3.59 1.27 -2.61
H -3.36 2.87 -1.88
H -3.52 -0.10 0.88
H -2.35 -0.71 -0.29
H -4.04 -0.48 -0.78
C -5.41 0.39 -5.31
O -4.35 0.92 -5.01
N -5.69 -0.91 -5.10
C -6.96 -1.49 -5.47
C -4.67 -1.74 -4.49
H -6.24 0.95 -5.78
H -7.47 -1.90 -4.59
H -6.82 -2.30 -6.20
H -7.59 -0.73 -5.92
H -4.40 -1.36 -3.50
H -3.76 -1.75 -5.09
H -5.04 -2.75 -4.39
C 5.84 0.97 6.52
O 6.55 0.55 7.44
N 4.81 0.30 5.99
C 4.00 0.83 4.90
C 4.49 -1.01 6.52
H 6.01 1.95 6.05
H 2.96 0.93 5.23
H 4.04 0.18 4.03
H 4.37 1.82 4.61
H 4.25 -0.95 7.58
H 5.34 -1.69 6.41
H 3.64 -1.41 5.97
```

LUMO energy   1.92 eV
Net charge   -1
E_HOMO   -4.39 eV


4.
Formula: C12H29ClIN2P2SeSm
Source: the Open Molecules 2025 dataset
Level of theory: the ωB97M-V functional and the def2-TZVPD basis

XYZ file:
```
49
C12H29ClIN2P2SeSm (the ωB97M-V functional and the def2-TZVPD basis)
C 3.68 1.53 1.74
I 2.46 -0.32 1.68
H 3.27 2.20 1.00
H 4.71 1.26 1.53
H 3.58 1.93 2.75
Sm 0.02 0.14 -0.01
P 1.82 -0.80 -2.11
C 2.73 -2.38 -2.10
C 0.71 -1.10 -3.54
H 1.33 -1.45 -4.38
H 3.48 -0.04 -3.73
H 0.20 -0.17 -3.81
H 2.52 1.32 -3.04
H 2.04 -3.20 -1.85
H -0.03 -1.87 -3.27
C 3.04 0.38 -2.81
H 3.17 -2.56 -3.09
H 3.83 0.56 -2.07
H 3.53 -2.35 -1.35
P -1.61 1.13 2.14
C -1.96 0.33 3.76
C -1.11 2.80 2.72
H -3.36 1.87 0.60
H -3.91 1.97 2.31
H -3.84 0.40 1.46
C -3.34 1.37 1.58
H -0.98 3.46 1.86
H -1.86 3.21 3.41
H -2.70 0.93 4.32
H -1.03 0.28 4.34
H -0.15 2.71 3.25
H -2.35 -0.68 3.60
Cl -0.70 2.05 -1.51
C -3.21 -0.57 -2.01
N -3.65 -1.41 -0.90
C -4.96 -1.59 -0.47
C -4.93 -2.47 0.56
N -3.59 -2.80 0.76
C -3.13 -3.71 1.79
C -2.80 -2.16 -0.14
Se -0.97 -2.49 -0.36
H -4.10 -0.12 -2.46
H -2.65 -1.16 -2.75
H -2.55 0.24 -1.65
H -5.80 -1.10 -0.95
H -5.72 -2.92 1.12
H -3.33 -3.27 2.78
H -3.65 -4.67 1.70
H -2.05 -3.87 1.70
```

<S²>   8.77
LUMO energy (spin up / spin down)   -7.20 / -6.56 eV
Net charge   +2
Multiplicity   6
E_HOMO (spin up / spin down)   -14.69 / -14.67 eV


Ordered largest force on an atom results: 0.555 0.497 0.665 2.055; unit eV/A.